{
  "formula": "C37H86CaCuN5O9",
  "method": "wB97M-V/def2-TZVPD",
  "symbols": ["Cu", "Ca", "C", "O", "H", "H", "H", "C", "C", "C", "C", "C", "C", "N", "O", "C", "C", "C", "H", "H", "H", "H", "H", "H", "H", "H", "H", "H", "H", "H", "H", "H", "H", "H", "H", "H", "H", "C", "C", "C", "C", "C", "C", "N", "O", "C", "C", "C", "H", "H", "H", "H", "H", "H", "H", "H", "H", "H", "H", "H", "H", "H", "H", "H", "H", "H", "H", "C", "O", "C", "C", "N", "C", "C", "O", "C", "H", "H", "H", "H", "H", "H", "H", "H", "H", "H", "H", "H", "H", "H", "H", "C", "O", "C", "C", "N", "C", "C", "O", "C", "H", "H", "H", "H", "H", "H", "H", "H", "H", "H", "H", "H", "H", "H", "H", "C", "O", "C", "C", "N", "C", "C", "O", "C", "H", "H", "H", "H", "H", "H", "H", "H", "H", "H", "H", "H", "H", "H", "H"],
  "coordinates": [[-5.821, -1.529, -0.953], [-2.587, -4.372, -4.746], [0.273, -2.852, 0.433], [-0.766, -2.756, -0.488], [1.117, -2.184, 0.262], [-0.065, -2.724, 1.461], [0.699, -3.842, 0.598], [3.570, 5.136, -2.032], [3.454, 6.636, -2.233], [4.956, 7.152, -2.362], [4.925, 8.591, -2.986], [4.367, 8.536, -4.375], [2.843, 8.162, -4.406], [2.657, 6.976, -3.486], [1.353, 6.586, -3.359], [2.040, 9.342, -3.845], [2.485, 7.670, -5.889], [2.825, 7.272, -0.938], [2.637, 4.769, -1.604], [4.374, 4.987, -1.312], [3.809, 4.573, -2.934], [5.461, 7.103, -1.398], [5.394, 6.575, -3.176], [5.906, 9.054, -2.883], [4.360, 9.457, -2.641], [4.999, 7.852, -4.942], [4.580, 9.563, -4.672], [2.084, 9.308, -2.757], [2.416, 10.348, -4.029], [1.000, 9.338, -4.174], [3.057, 6.759, -6.066], [1.467, 7.334, -6.083], [2.557, 8.521, -6.567], [3.292, 7.063, 0.024], [1.767, 7.029, -0.830], [2.846, 8.361, -0.977], [1.517, 5.698, -3.687], [-2.712, -0.092, 8.779], [-1.701, -1.241, 8.389], [-1.083, -1.884, 9.567], [-1.966, -2.999, 10.180], [-2.319, -4.113, 9.098], [-2.993, -3.523, 7.860], [-2.345, -2.225, 7.501], [-2.979, -1.619, 6.400], [-2.953, -4.571, 6.743], [-4.499, -3.168, 8.238], [-0.520, -0.498, 7.724], [-2.335, 0.671, 9.459], [-3.549, -0.633, 9.221], [-3.111, 0.570, 8.010], [-0.182, -2.434, 9.295], [-0.741, -1.355, 10.456], [-2.922, -2.615, 10.535], [-1.465, -3.510, 11.002], [-3.017, -4.878, 9.440], [-1.454, -4.690, 8.770], [-3.612, -4.263, 5.931], [-1.980, -4.751, 6.286], [-3.476, -5.477, 7.050], [-5.186, -4.013, 8.189], [-4.648, -2.672, 9.197], [-4.973, -2.531, 7.491], [-0.850, 0.201, 6.956], [0.198, -1.247, 7.389], [-0.138, 0.147, 8.515], [-2.221, -1.258, 5.934], [8.789, -4.236, -4.052], [7.957, -3.686, -3.043], [8.549, -2.929, -2.029], [8.039, -3.459, -0.698], [9.114, -3.265, 0.313], [8.724, -3.830, 1.588], [8.941, -2.766, 2.686], [8.439, -1.398, 2.457], [7.098, -1.107, 2.825], [9.463, -5.036, -3.746], [9.281, -3.449, -4.622], [8.081, -4.532, -4.826], [8.409, -1.861, -2.201], [9.635, -3.015, -2.047], [7.767, -4.513, -0.740], [7.185, -2.819, -0.476], [9.176, -2.259, 0.381], [9.254, -4.766, 1.760], [7.655, -3.999, 1.459], [10.023, -2.731, 2.814], [8.498, -3.129, 3.613], [6.405, -1.632, 2.169], [6.904, -0.035, 2.783], [6.896, -1.373, 3.863], [-14.119, 1.237, 1.574], [-12.907, 1.098, 0.808], [-12.156, -0.015, 1.240], [-10.867, -0.249, 0.330], [-10.006, 0.897, 0.279], [-9.560, 1.534, 1.618], [-8.355, 2.587, 1.428], [-7.244, 1.791, 0.990], [-6.033, 2.505, 0.803], [-13.999, 1.351, 2.651], [-14.795, 0.440, 1.264], [-14.651, 2.130, 1.246], [-12.837, -0.864, 1.193], [-11.809, 0.251, 2.239], [-11.138, -0.655, -0.645], [-10.243, -1.011, 0.797], [-10.442, 1.703, -0.145], [-9.297, 0.755, 2.334], [-10.392, 2.106, 2.029], [-8.100, 3.147, 2.327], [-8.681, 3.403, 0.783], [-5.388, 1.652, 0.594], [-5.767, 3.073, 1.694], [-6.109, 3.192, -0.040], [-0.246, -7.493, -5.770], [0.315, -6.146, -5.771], [1.741, -6.041, -5.999], [1.877, -4.920, -7.097], [1.291, -3.670, -6.678], [1.726, -2.533, -7.627], [1.012, -2.483, -8.987], [1.188, -1.195, -9.631], [0.398, -0.145, -9.193], [0.529, -8.238, -5.953], [-1.042, -7.740, -6.472], [-0.586, -7.739, -4.764], [2.351, -6.054, -5.096], [2.094, -6.930, -6.522], [2.917, -4.999, -7.411], [1.261, -5.408, -7.852], [1.816, -3.478, -5.837], [1.468, -1.653, -7.039], [2.799, -2.502, -7.818], [1.365, -3.344, -9.555], [-0.055, -2.701, -8.939], [0.560, 0.081, -8.139], [-0.650, -0.445, -9.179], [0.368, 0.724, -9.851]],
  "charge": 2,
  "homo_energy_ev": -10.1
}

---

{
  "formula": "C9H10BrNS",
  "method": "wB97M-V/def2-TZVPD",
  "symbols": ["C", "C", "C", "C", "C", "C", "C", "C", "C", "N", "S", "Br", "H", "H", "H", "H", "H", "H", "H", "H", "H", "H"],
  "coordinates": [[-2.212, 0.572, 1.995], [-0.919, 1.039, 2.419], [-2.249, -0.121, 0.832], [0.187, 0.951, 1.647], [-1.098, -0.194, -0.068], [0.232, 0.451, 0.335], [-1.355, -0.272, -1.591], [-1.111, -1.534, -0.831], [3.549, 0.113, -1.513], [1.219, 0.429, -0.492], [2.731, 0.962, -0.121], [0.557, -2.534, -0.861], [-3.022, 0.610, 2.588], [-0.742, 1.396, 3.508], [-2.977, -0.701, 0.375], [1.029, 1.245, 2.081], [-2.414, -0.234, -2.034], [-0.674, 0.109, -2.195], [-1.730, -2.299, -0.588], [3.426, -0.937, -1.319], [4.468, 0.670, -1.632], [3.102, 0.279, -2.535]],
  "smiles": "CS/N=C1\\C=CC=C[C@@]12C[C@H]2Br",
  "homo_energy_ev": [-7.6, -7.6]
}

---

no.,E (Eh)
1,-4729.08286
2,-3375.76768